Entry 1:
C21H25F3O5 | wB97M-V/def2-TZVPD

Highest occupied orbital energy = -9.07 eV
Orbital gap = 9.57 eV
SMILES string = C=CCOC(=O)C1=C[C@H](c2ccc(C(F)(F)F)cc2)[C@@H](CCCO)[C@H](OCC)O1
LUMO = 0.492 eV

XYZ file:
```
54
C21H25F3O5 | the Open Molecules 2025 dataset | wB97M-V/def2-TZVPD
C -4.91840 -1.56709 -2.69419
C -4.67596 -2.82991 -2.40383
C -3.43466 -3.33944 -1.73203
O -2.50645 -2.31084 -1.40604
C -2.70610 -1.67973 -0.23871
O -3.57580 -1.96332 0.54433
C -1.69638 -0.61227 -0.01717
C -0.53666 -0.53378 -0.67157
C 0.45646 0.56087 -0.43630
C 1.85968 0.00652 -0.40388
C 2.25635 -0.85818 0.61024
C 3.53992 -1.36875 0.63466
C 4.44021 -1.01226 -0.36207
C 5.82323 -1.59261 -0.35161
F 6.29880 -1.79008 0.88922
F 6.72357 -0.82149 -0.98272
F 5.87469 -2.79601 -0.96218
C 4.05546 -0.15402 -1.38290
C 2.76836 0.35144 -1.39690
C 0.11401 1.41581 0.80888
C -0.40636 2.79284 0.38260
C 0.67616 3.64955 -0.29640
C 0.28193 4.10767 -1.69823
O 0.24126 2.98358 -2.55689
C -0.91896 0.71835 1.70966
O -0.27535 -0.32488 2.38126
C -1.07864 -1.03620 3.31959
C -1.24186 -0.29881 4.64419
O -2.03698 0.25048 0.99282
H -5.83470 -1.26245 -3.16841
H -4.21262 -0.78600 -2.46474
H -5.38971 -3.60841 -2.63509
H -2.89673 -4.02162 -2.39782
H -3.71645 -3.87592 -0.81651
H -0.30405 -1.25831 -1.43370
H 0.38941 1.21853 -1.31169
H 1.55099 -1.11683 1.38398
H 3.84940 -2.03765 1.42320
H 4.76066 0.11738 -2.15364
H 2.46594 1.02206 -2.18763
H 1.01241 1.54234 1.42000
H -1.24679 2.64494 -0.29719
H -0.78692 3.31650 1.26123
H 1.60467 3.08377 -0.37734
H 0.88028 4.53871 0.30020
H -0.69910 4.60110 -1.66773
H 1.02184 4.83254 -2.06655
H -0.05569 3.26088 -3.42904
H -1.34464 1.44153 2.42283
H -0.54180 -1.97509 3.47678
H -2.05738 -1.25590 2.87884
H -0.26742 -0.02835 5.04404
H -1.74984 -0.94582 5.35352
H -1.83332 0.60465 4.51863
```

Entry 2:
C19H31F7LiN4O3P | wB97M-V/def2-TZVPD

Highest occupied orbital energy = -9.52 eV
Orbital gap = 7.47 eV
LUMO = -2.045 eV

XYZ file:
```
66
C19H31F7LiN4O3P | the Open Molecules 2025 dataset | wB97M-V/def2-TZVPD
Li -7.03471 10.12214 9.22230
P -7.45727 11.28570 7.38034
F -7.94815 9.83365 7.96382
F -7.61656 10.85598 5.81384
F -9.01243 11.73792 7.47765
F -6.93655 12.73809 6.97964
F -7.30234 11.81394 8.89859
F -5.96101 10.66555 7.47281
C -6.84820 8.95682 5.26371
C -7.49902 9.40502 3.99409
C -6.59364 9.23047 2.77393
C -7.13799 9.70419 1.49816
N -7.55065 10.06321 0.50132
H -6.14650 9.77314 5.43502
H -6.27380 8.04059 5.12692
H -7.42655 8.88532 6.18484
H -7.70525 10.47507 4.01825
H -8.42383 8.84559 3.85312
H -6.36863 8.17795 2.60166
H -5.63794 9.74851 2.69400
C -8.27157 14.89937 9.37451
C -9.78582 14.76429 9.05908
C -10.21242 13.20688 9.09616
C -11.55341 12.86249 8.62620
N -12.62859 12.62351 8.33619
H -8.06914 15.96504 9.26739
H -7.62260 14.19248 8.85757
H -8.20435 14.63183 10.42903
H -9.93431 15.18259 8.06355
H -10.43030 15.33709 9.72589
H -10.13036 12.91016 10.14178
H -9.49075 12.69067 8.46307
C -3.92725 13.90296 4.98304
C -5.40507 13.67323 5.19151
C -5.68572 12.14798 5.24907
C -5.31567 11.43844 4.03372
N -5.07004 10.89777 3.09510
H -3.31792 13.24587 5.60356
H -3.71516 14.95189 5.19007
H -3.70119 13.72074 3.93242
H -6.02702 14.04139 4.37559
H -5.84557 14.10343 6.09095
H -6.75444 11.93881 5.29579
H -5.27207 11.71568 6.16017
C -9.57271 13.35174 3.42199
C -8.70243 12.87589 4.55252
C -9.10348 13.45503 5.94012
C -9.50858 14.93016 6.07647
N -9.88091 16.02625 6.22038
H -9.00129 13.35521 2.49378
H -10.03538 14.29235 3.72081
H -10.42750 12.69189 3.27345
H -7.66512 13.11822 4.32157
H -8.69024 11.78703 4.60123
H -8.23151 13.42214 6.59333
H -9.83589 12.75178 6.33650
C -9.47173 9.67917 6.21621
C -10.67808 9.72092 7.13589
O -11.74593 9.31199 6.34999
C -11.26406 8.78789 5.17333
O -11.98795 8.30961 4.32596
O -9.93977 8.93884 5.11980
F -10.90068 11.00947 7.59390
H -8.61207 9.32540 6.78537
H -9.28844 10.72123 5.95428
H -10.60730 9.08810 8.02054
```

Entry 3:
C44H46ClCrN4O2SSi | wB97M-V/def2-TZVPD

Spin multiplicity = 4
Highest occupied orbital energy (spin up / spin down) = -2.16 / -2.31 eV
Charge = -2
Orbital gap (spin up / spin down) = 6.17 / 6.31 eV
<S²> = 3.792
LUMO (spin up / spin down) = 4.001 / 4.001 eV

XYZ file:
```
100
C44H46ClCrN4O2SSi | the Open Molecules 2025 dataset | wB97M-V/def2-TZVPD
Cr 0.55556 -0.71048 0.03611
C -0.61206 3.78093 -5.73083
O -1.73095 4.62915 -5.55034
C -1.97166 5.05780 -4.27365
C -1.08527 4.87823 -3.21578
C -1.43545 5.29852 -1.94277
C -2.66467 5.90131 -1.70118
C -3.50779 6.14064 -2.77916
C -3.17899 5.71201 -4.05337
N -3.07289 6.41952 -0.42357
N -2.82864 5.80703 0.63804
C -2.40455 4.46828 0.68116
C -1.44908 4.19204 1.64958
C -0.73147 3.00895 1.68916
C -0.95616 1.98704 0.73659
O -0.21643 0.97552 0.66197
C -2.11338 2.18340 -0.15809
N -2.44452 1.14293 -0.94732
C -3.49124 1.23853 -1.72609
C -4.32848 2.36854 -1.74099
C -4.00001 3.43778 -0.95647
C -2.83372 3.39700 -0.15986
H -0.64693 3.44822 -6.76551
H -0.65795 2.91290 -5.06834
H 0.32662 4.31451 -5.55650
H -0.13476 4.38370 -3.35556
H -0.74577 5.12286 -1.12774
H -4.45303 6.63783 -2.59463
H -3.85496 5.85695 -4.88659
H -1.21055 4.99480 2.34003
H 0.06252 2.85220 2.40675
H -3.70090 0.38171 -2.36233
H -5.21696 2.38383 -2.36043
H -4.63787 4.31198 -0.92972
C -3.09850 -3.76443 5.18806
C -3.17475 -2.38252 4.52473
C -4.44684 -1.66414 4.99512
C -1.96458 -1.56045 4.97128
C -3.21570 -2.54465 3.00564
C -4.26513 -3.27261 2.40994
C -4.37285 -3.41728 1.04132
C -3.40236 -2.82722 0.23570
S -3.26437 -2.75242 -1.49447
C -1.79941 -1.81303 -1.32071
N -1.44618 -1.59889 -0.09357
C -2.33793 -2.13548 0.81155
C -2.24955 -1.98217 2.19479
C -1.03667 -1.24749 -2.43054
C -1.45454 -1.36976 -3.75344
C -0.71476 -0.76032 -4.75276
C 0.43205 -0.04885 -4.39906
C 0.83897 0.04289 -3.07434
C 0.11696 -0.55071 -2.03328
H -3.02012 -3.65757 6.27374
H -2.22201 -4.31095 4.83584
H -3.98497 -4.36412 4.97077
H -4.44329 -1.56535 6.08457
H -5.34743 -2.20954 4.70519
H -4.50418 -0.66506 4.55919
H -1.94942 -1.50274 6.06336
H -2.00669 -0.54279 4.57930
H -1.02441 -2.00000 4.63496
H -5.01803 -3.73481 3.03815
H -5.19073 -3.98003 0.60830
H -1.39341 -1.44876 2.58272
H -2.34928 -1.93342 -4.00556
H -1.01797 -0.84158 -5.79035
H 1.01658 0.43470 -5.17743
H 1.74861 0.58249 -2.82948
Cl 1.39241 -2.90822 -0.67486
C 0.86776 -3.86471 5.41833
Si 2.06676 -2.80684 4.41656
C 3.39998 -3.94907 3.75366
C 2.88325 -1.61615 5.62427
C 1.26420 -1.94096 3.07648
C 0.95054 -1.43263 2.00297
H 1.40941 -4.56655 6.05942
H 0.22499 -4.43945 4.74698
H 0.22377 -3.25168 6.05402
H 3.88127 -4.53097 4.54581
H 4.16064 -3.36145 3.23499
H 2.97185 -4.63384 3.01864
H 3.32484 -2.14625 6.47404
H 2.15750 -0.89425 6.00575
H 3.67233 -1.05587 5.11785
C 5.81821 -0.39189 -0.03776
C 4.97991 0.74219 -0.64764
C 5.22336 0.78428 -2.16362
C 5.40062 2.07864 -0.02471
C 3.55724 0.46909 -0.38816
C 2.41289 0.10147 -0.19931
H 6.87979 -0.26488 -0.27984
H 5.47213 -1.35363 -0.41691
H 5.70031 -0.40464 1.04700
H 6.29253 0.88282 -2.38392
H 4.69475 1.62937 -2.60950
H 4.84695 -0.12892 -2.62556
H 6.47175 2.25667 -0.17463
H 5.19161 2.07683 1.04582
H 4.84296 2.90124 -0.47597
```

What is the formula in the second record?
C19H31F7LiN4O3P